# C26H72N2O18

A cluster of 9 separate species, C26H72N2O18 in total (ωB97M-V with the def2-TZVPD basis set, the OMol25 dataset).

The geometry in XYZ format:
```
118
Properties=species:S:1:pos:R:3:mulliken_charge:R:1
C -0.4265 -1.8826 -4.2941 -0.48
C -0.7725 -2.6536 -3.0441 0.76
O -1.7615 -3.6336 -3.3921 -0.66
O -1.5805 -1.4666 -4.9111 -0.71
H 0.0025 -2.5866 -4.9431 0.55
H 0.2515 -1.0316 -4.1621 0.07
H -1.2205 -1.8516 -2.4061 -0.58
H 0.0385 -3.1406 -2.5451 0.21
H -2.2675 -3.2556 -4.0901 0.37
H -1.9825 -0.7416 -4.4801 0.37
C 1.7325 -3.0916 -0.1571 1.59
C 2.8145 -3.6816 -1.1071 -0.47
O 3.8565 -2.7756 -1.0491 -0.59
O 0.6595 -4.0026 0.0149 -0.75
H 1.3885 -2.1716 -0.5871 -1.09
H 2.1485 -2.8266 0.8429 -0.02
H 2.4595 -3.8146 -2.1811 0.13
H 3.2435 -4.6586 -0.7111 0.33
H 3.5815 -1.9746 -1.5671 0.32
H 0.3265 -3.8176 0.9019 0.59
C -0.1145 1.2924 -2.3711 -0.76
C -0.8065 2.3984 -1.5911 -0.45
O -0.2405 2.4944 -0.2421 -0.21
O 0.2575 0.1344 -1.6391 1.24
H 0.7465 1.7004 -2.8461 0.26
H -0.7615 0.9294 -3.2091 0.39
H -1.8455 2.1124 -1.5681 0.00
H -0.6885 3.3744 -2.0141 0.67
H -0.7445 3.2024 0.2449 -0.35
H 0.7325 0.5914 -0.9231 -1.20
C 3.6735 -1.8546 -4.1571 -0.30
C 3.7715 -0.5176 -3.4081 -0.42
O 3.0705 -0.5126 -2.1971 -0.27
O 4.5185 -1.6646 -5.2621 -0.58
H 2.6585 -1.9956 -4.4751 0.02
H 3.9455 -2.7666 -3.6961 0.30
H 3.3625 0.2454 -4.1251 0.31
H 4.7935 -0.2246 -3.2541 0.56
H 2.9505 0.3914 -1.8021 0.48
H 5.4175 -1.5476 -4.9611 0.37
C -5.6505 -0.5496 -4.2121 -0.79
C -4.6645 -0.8806 -3.0831 0.37
O -3.4775 -0.1116 -3.1451 -0.57
O -6.9435 -1.1936 -3.8931 -0.54
H -5.3025 -0.7176 -5.2501 0.32
H -5.8765 0.5004 -4.3361 0.33
H -4.4165 -1.9636 -3.1721 0.16
H -5.2405 -0.5946 -2.2121 0.15
H -3.3745 0.1844 -2.2401 -0.06
H -6.7605 -2.1256 -3.9931 0.33
C 2.0155 3.7914 3.4399 -0.30
C 1.7285 4.6404 2.1119 0.43
O 2.8675 5.1144 1.4469 -0.51
O 0.8085 3.1194 3.7529 -0.59
H 2.2845 4.4014 4.2949 0.46
H 2.8525 3.0144 3.2199 0.02
H 1.0685 5.4654 2.3489 0.35
H 1.1315 3.9674 1.4539 -0.31
H 3.4885 5.5514 2.0419 0.31
H 0.7245 2.2964 3.2479 0.30
C -2.7215 4.0334 1.1309 -0.79
C -2.3435 3.0534 2.1729 0.78
O -3.5425 2.3654 2.5309 -0.59
O -1.5355 4.8204 1.0549 -0.48
H -3.5455 4.7084 1.4389 0.33
H -2.9185 3.5194 0.1149 0.00
H -1.8115 3.6134 2.9859 0.44
H -1.5465 2.4394 1.7199 -0.41
H -3.3055 1.7144 3.1679 0.36
H -1.5535 5.4714 1.7899 0.36
C -5.2465 1.9514 -0.6191 -1.13
O -4.0645 1.2394 -0.6841 0.45
C -4.0465 0.1664 0.2499 -1.68
C -2.6205 -0.3436 0.3939 1.60
N -2.4715 -1.2716 1.5219 -0.47
C -1.0515 -1.5796 1.6119 0.70
C -1.0145 -2.6256 2.7009 -1.07
O 0.2255 -3.3186 2.4759 -0.02
C 0.4785 -4.2836 3.4919 -0.87
H -5.0305 2.9194 -1.1561 0.26
H -5.5125 2.1794 0.4039 0.46
H -5.9655 1.3734 -1.2531 0.19
H -4.7755 -0.5136 -0.0611 0.61
H -4.4305 0.5984 1.0949 0.77
H -1.8945 0.4994 0.4629 -0.84
H -2.1985 -0.8806 -0.4281 -0.19
H -2.9525 -2.1536 1.2229 0.40
H -0.3605 -0.7566 1.9389 -0.13
H -0.6635 -1.9366 0.6979 -0.22
H -1.8615 -3.2876 2.5719 0.66
H -1.0125 -2.1036 3.6729 0.26
H 1.4665 -4.6586 3.3539 0.31
H -0.2915 -5.0946 3.4049 0.24
H 0.4815 -3.8526 4.5129 0.21
C 2.9045 -2.2086 6.3949 -0.92
O 2.5325 -2.1496 5.0199 -0.24
C 2.3125 -0.8556 4.4609 -0.96
C 2.4435 -0.9126 2.9309 -0.08
N 2.2585 0.3754 2.4149 0.28
C 2.6185 0.2484 1.0179 0.39
C 2.8025 1.7144 0.4719 -0.30
O 2.9555 1.6844 -0.9291 -0.61
C 3.0045 2.9444 -1.5241 -0.85
H 3.5905 -1.4356 6.6089 0.39
H 3.5075 -3.0966 6.6009 0.27
H 2.0615 -2.1476 7.1039 0.30
H 3.1225 -0.1536 4.7509 0.49
H 1.3775 -0.4336 4.6969 0.42
H 1.6845 -1.5086 2.5129 -0.51
H 3.4045 -1.2796 2.7239 0.60
H 3.0345 0.8744 2.8589 0.27
H 1.8305 -0.1936 0.3899 -1.25
H 3.4315 -0.3996 0.7179 0.70
H 3.5765 2.2784 0.9269 1.01
H 1.8815 2.2124 0.7809 -0.55
H 3.2335 3.7224 -0.7571 0.32
H 1.9885 3.1154 -1.8591 0.18
H 3.6255 2.9594 -2.4581 0.25
```

Values from the calculation:
Frontier orbital gap   9.17 eV
Energy   -67955.9384 eV
Strongest force on any atom   0.068 hartree/bohr
Energy above the lowest of the compared OMol25 structures with the same formula, charge and spin   81.2 kcal/mol
SMILES string   COCCNCCOC.COCCNCCOC.OCCO.OCCO.OCCO.OCCO.OCCO.OCCO.OCCO
HOMO energy   -8.856 eV
Total charge   0



# CH5NO2Si

A cluster of 2 separate species, CH5NO2Si in total (ωB97M-V with the def2-TZVPD basis set, the OMol25 dataset).

The geometry in XYZ format:
```
10
Properties=species:S:1:pos:R:3:mulliken_charge:R:1
C 0.2168 -0.7009 0.1098 -0.69
N 1.4548 -0.0567 0.0018 0.94
O 2.4834 -0.6918 0.1115 -0.56
O 1.4015 1.1432 -0.2410 -0.55
Si -1.1899 0.4422 -0.4655 0.55
H 0.2642 -1.7767 0.1681 0.50
H -0.0374 -0.3600 2.1332 0.16
H -2.3876 -0.3955 -0.3870 -0.15
H -1.2906 1.5898 0.4211 -0.09
H -0.9153 0.8065 -1.8521 -0.10
```

Values from the calculation:
Frontier orbital gap (alpha / beta)   8.85 / 8.97 eV
Energy   -14573.6690 eV
Strongest force on any atom   0.063 hartree/bohr
Energy above the lowest of the compared OMol25 structures with the same formula, charge and spin   121.7 kcal/mol
HOMO energy (alpha / beta)   -10.999 / -10.640 eV
Total charge   0



# C25H29N5O7Zr

A structure of composition C25H29N5O7Zr (ωB97M-V with the def2-TZVPD basis set, the OMol25 dataset).

The geometry in XYZ format:
```
67
Properties=species:S:1:pos:R:3:mulliken_charge:R:1
Zr -0.1248 0.1247 -0.2348 0.05
O -2.3728 0.9685 -0.2486 -0.51
C -1.9423 1.3795 0.8532 0.29
O -0.7368 1.8537 0.8500 -0.38
C -2.5854 1.0329 2.1740 -0.21
C -2.1850 1.9941 3.3164 -0.05
C -3.0797 1.7239 4.5344 -0.91
C -2.4408 0.4279 5.0950 -0.96
C -1.3380 0.1750 4.0628 -0.11
O -0.9126 1.4903 3.7094 -0.52
C -1.9749 -0.3311 2.7523 -0.15
C -0.9904 -0.8983 1.7637 0.90
O -1.4236 -1.3735 0.6663 -0.45
O 0.2517 -0.6245 1.7855 -0.57
H -3.6573 0.9244 2.0274 0.72
H -2.0939 3.0347 3.0145 0.62
H -3.0103 2.5445 5.2440 0.35
H -4.1268 1.6037 4.2599 0.33
H -1.9973 0.5986 6.0730 0.34
H -3.1397 -0.4023 5.1797 0.38
H -0.4875 -0.4116 4.3990 0.66
H -2.7822 -1.0475 2.8924 0.64
O -3.0162 -1.4644 -3.3574 -0.72
C -2.1574 -2.2891 -3.9782 0.61
C -2.6810 -3.0426 -5.0308 -0.70
C -1.8824 -3.9163 -5.7314 -0.31
C -0.5309 -4.0720 -5.4072 -0.84
C 0.0019 -3.3398 -4.3795 -0.50
C -0.7877 -2.4290 -3.6458 0.06
C -0.1608 -1.6702 -2.5812 0.85
O -0.8711 -0.7485 -1.9488 -0.22
N 1.1122 -1.8480 -2.2846 -1.47
N 1.4745 -0.9854 -1.2995 0.83
C 2.6684 -1.0069 -0.8256 -0.55
C 2.9855 -0.0212 0.1994 0.96
C 4.1815 -0.0496 0.8932 -1.03
C 4.3913 0.8967 1.8896 -0.35
C 3.3936 1.8147 2.1653 -0.96
C 2.2074 1.7595 1.4449 -0.22
N 2.0080 0.8774 0.4657 0.20
H -2.5786 -1.0517 -2.5994 0.16
H -3.7302 -2.9254 -5.2638 0.48
H -2.3116 -4.4956 -6.5379 0.41
H 0.0844 -4.7685 -5.9580 0.43
H 1.0418 -3.4498 -4.1063 0.47
H 3.3988 -1.7329 -1.1681 0.45
H 4.9254 -0.7998 0.6648 0.51
H 5.3161 0.9021 2.4499 0.46
H 3.5095 2.5530 2.9452 0.46
H 1.3785 2.4147 1.6784 0.55
N 0.3283 3.9754 -4.0223 -0.08
C -0.1109 2.5901 -4.4111 -0.96
C 0.3845 1.5845 -3.3819 -0.45
N -0.0605 1.9113 -2.0174 0.80
C 0.3864 3.2630 -1.6517 -0.73
C -0.1094 4.3227 -2.6267 -0.97
H -0.0480 4.6573 -4.6848 0.37
H 1.3473 4.0402 -4.0864 0.40
H 0.2819 2.3732 -5.4030 0.46
H -1.2002 2.6036 -4.4597 0.39
H 1.4773 1.5405 -3.3845 0.46
H 0.0145 0.6017 -3.6657 -0.14
H -1.0845 1.8811 -1.9850 0.43
H 1.4794 3.2637 -1.6103 0.47
H 0.0200 3.5006 -0.6542 0.25
H 0.2817 5.3087 -2.3815 0.45
H -1.1986 4.3697 -2.6405 0.40
```

Values from the calculation:
Frontier orbital gap   6.36 eV
Energy   -49450.5799 eV
Strongest force on any atom   0.011 hartree/bohr
Energy above the lowest of the compared OMol25 structures with the same formula, charge and spin   0.0 kcal/mol
HOMO energy   -12.900 eV
Total charge   +2



# C4H12N2O2

An isolated molecule of C4H12N2O2 (ωB97M-V with the def2-TZVPD basis set, the OMol25 dataset).

The geometry in XYZ format:
```
20
Properties=species:S:1:pos:R:3:mulliken_charge:R:1
C -0.6353 0.5110 0.2699 -0.78
N 0.6072 1.2690 0.2854 -0.33
C 0.6632 2.4984 -0.4764 -0.44
O -0.2692 2.5628 -1.5517 -0.52
C -0.3566 -0.9253 0.7993 0.32
C 0.2823 -1.7263 -0.3449 -0.64
O 1.7359 -1.8103 -0.1828 -0.55
N -1.6577 -1.4581 1.2243 -0.69
H -1.3195 0.9842 0.9723 0.35
H -1.1715 0.4120 -0.6759 0.28
H 1.3795 0.6739 0.0031 0.29
H 1.6872 2.6044 -0.8387 0.36
H 0.3593 3.3413 0.1431 0.24
H 0.0823 2.2911 -2.4153 0.29
H 0.3245 -0.7954 1.6365 0.46
H 0.1682 -1.2614 -1.3109 0.24
H -0.0362 -2.7702 -0.2967 0.37
H 1.9564 -2.5220 0.4275 0.30
H -2.2335 -1.6789 0.4258 0.21
H -1.5665 -2.2002 1.9059 0.24
```

Values from the calculation:
Frontier orbital gap   9.68 eV
Energy   -11416.6969 eV
Strongest force on any atom   0.054 hartree/bohr
Energy above the lowest of the compared OMol25 structures with the same formula, charge and spin   58.1 kcal/mol
SMILES string   N[C@@H](CO)CNCO
HOMO energy   -8.908 eV
Total charge   0